# 1
# ClN3O2

2 unconnected molecules or ions with the total composition ClN3O2 in a non-equilibrium geometry (ωB97M-V/def2-TZVPD, OMol25).

Geometry as XYZ:
```
6
Properties=species:S:1:pos:R:3:mulliken_charge:R:1
N 1.521 0.507 -0.166 0.82
Cl -2.658 0.921 0.100 -0.07
N -1.551 -0.399 0.032 0.34
O -2.003 -1.473 0.184 -0.28
N 0.786 0.579 -1.022 -0.28
O 2.337 0.476 0.649 -0.53
```

Values from the calculation:
- Frontier orbital gap: 0.3531 Eh
- Charge: 0
- HOMO level: -10.57 eV
- SMILES: N#[N+][O-].O=NCl

# 2
# ClO2V

A molecular structure, ClO2V in a non-equilibrium geometry (ωB97M-V/def2-TZVPD, OMol25).

Geometry as XYZ:
```
4
Properties=species:S:1:pos:R:3:mulliken_charge:R:1
V 8.462 -16.177 25.301 1.44
Cl 7.020 -17.756 26.908 -0.43
O 9.783 -15.401 24.692 -0.59
O 7.776 -16.905 24.076 -0.42
```

Values from the calculation:
- Frontier orbital gap: 0.2644 Eh
- Charge: 0
- HOMO level: -10.44 eV

# 3
# ClO4Rb2

A molecular structure, ClO4Rb2 in a non-equilibrium geometry (ωB97M-V/def2-TZVPD, OMol25).

Geometry as XYZ:
```
7
Properties=species:S:1:pos:R:3:mulliken_charge:R:1
O -1.107 -0.109 0.856 -0.69
Rb 1.596 -3.383 -1.305 0.99
O -1.302 0.273 -1.384 -0.63
Cl -0.365 0.326 -0.302 1.63
O 0.694 -0.663 -0.464 -0.62
O 0.027 1.668 -0.102 -0.65
Rb 0.457 1.887 2.702 0.98
```

Values from the calculation:
- Frontier orbital gap: 0.3324 Eh
- Charge: +1
- HOMO level: -12.58 eV

# 4
# ClO4Sr

A molecular structure, ClO4Sr in a non-equilibrium geometry (ωB97M-V/def2-TZVPD, OMol25).

Geometry as XYZ:
```
6
Properties=species:S:1:pos:R:3:mulliken_charge:R:1
O -0.478 0.844 -0.477 -0.86
O 1.242 -0.814 -0.989 -0.48
Cl 0.621 -0.093 0.014 1.70
Sr -2.860 0.236 -0.181 1.88
O -0.083 -0.990 0.957 -0.69
O 1.559 0.816 0.676 -0.55
```

Values from the calculation:
- Frontier orbital gap: 0.2658 Eh
- Charge: +1
- HOMO level: -13.90 eV

# 5
# ClTi

A molecular structure, ClTi in a non-equilibrium geometry (ωB97M-V/def2-TZVPD, OMol25).

Geometry as XYZ:
```
2
Properties=species:S:1:pos:R:3:lowdin_spin:R:1
Cl 3.043 -23.133 -30.391 0.10
Ti 2.510 -25.190 -30.646 2.90
```

Values from the calculation:
- Frontier orbital gap (alpha / beta): 0.2440 / 0.4066 Eh
- Charge: 0
- HOMO level (alpha / beta): -6.92 / -11.00 eV
- Multiplicity: 4
- <S²>: 3.755

# 6
# ClTi

A molecular structure, ClTi in a non-equilibrium geometry (ωB97M-V/def2-TZVPD, OMol25).

Geometry as XYZ:
```
2
Properties=species:S:1:pos:R:3:lowdin_spin:R:1
Ti -1.279 -1.299 -0.517 3.00
Cl 1.279 1.299 0.517 0.00
```

Values from the calculation:
- Frontier orbital gap (alpha / beta): 0.2060 / 0.2157 Eh
- Charge: 0
- HOMO level (alpha / beta): -7.85 / -7.86 eV
- Multiplicity: 4
- <S²>: 3.753

# 7
# ClZn

A molecular structure, ClZn in a non-equilibrium geometry (ωB97M-V/def2-TZVPD, OMol25).

Geometry as XYZ:
```
2
Properties=species:S:1:pos:R:3:mulliken_charge:R:1
Zn -0.512 0.774 0.257 0.85
Cl 0.512 -0.774 -0.257 0.15
```

Values from the calculation:
- Frontier orbital gap: 0.3161 Eh
- Charge: +1
- HOMO level: -17.56 eV

# 8
# CoF2P

A molecular structure, CoF2P in a non-equilibrium geometry (ωB97M-V/def2-TZVPD, OMol25).

Geometry as XYZ:
```
4
Properties=species:S:1:pos:R:3:lowdin_spin:R:1
F -2.440 -0.163 0.246 0.20
F 1.946 -0.839 0.100 0.01
Co -0.968 0.313 -0.509 2.76
P 1.462 0.689 0.163 0.03
```

Values from the calculation:
- Frontier orbital gap (alpha / beta): 0.2701 / 0.2703 Eh
- Charge: +1
- HOMO level (alpha / beta): -15.88 / -16.07 eV
- Multiplicity: 4
- <S²>: 4.091

Relative energy (zero: lowest compared OMol25 entry of this formula, charge and spin) readings, ordered: 6.0, 25.7, 0.0, 8.7, 0.0, 55.3, 3.8, 0.0 kcal/mol
Energy readings, ordered: -774.787606, -1554.623508, -808.906981, -791.340815, -1309.571677, -1309.483557, -2239.178140, -1923.465105 Eh